(1)
# O8RbS2

A molecular structure, O8RbS2 (the ωB97M-V functional and the def2-TZVPD basis, the OMol25 dataset).

Element x y z (Å)
Rb  1.5468  1.0113  -0.4631
S  -2.1867  1.6205  -2.0213
S  1.8692  -1.8113  2.1441
O  2.3383  -3.1865  1.7892
O  -0.9653  1.0097  -1.4771
O  3.0564  -0.9464  2.3696
O  -2.2076  1.4710  -3.5124
O  -2.2088  3.0626  -1.7261
O  -3.3578  0.8884  -1.4785
O  1.0172  -1.8523  3.3456
O  1.0982  -1.2672  1.0301

total charge	-3
HOMO level	2.0	eV

These are the Löwdin partial charges, in e, on atoms 1 to 4:
1 Rb 0.978
2 S 0.124
3 S 0.109
4 O -0.507


(2)
# OPS

2 unconnected molecules or ions with the total composition OPS (the ωB97M-V functional and the def2-TZVPD basis, the OMol25 dataset).

Element x y z (Å)
S  -2.7506  0.1006  -0.0017
P  0.3628  0.7389  0.0016
O  1.3811  -0.3770  0.0025

total charge	-1
HOMO level (spin up / spin down)	-3.8 / -3.0	eV

Charges in e, computed with Löwdin, in the same order as the atoms:
1 S -0.672
2 P 0.453
3 O -0.781


(3)
# S2

A molecular structure, S2 (the ωB97M-V functional and the def2-TZVPD basis, the OMol25 dataset).

Element x y z (Å)
S  -0.4828  1.0459  -0.7225
S  0.4828  -1.0459  0.7225

HOMO level	-9.9	eV

Charges in e, computed with Löwdin, in the same order as the atoms:
1 S 0.000
2 S 0.000


(4)
# S2

S2 in the gas phase (the ωB97M-V functional and the def2-TZVPD basis, the OMol25 dataset).

Element x y z (Å)
S  0.9655  -0.2724  0.4099
S  -0.9655  0.2724  -0.4099

HOMO level	-9.0	eV

Charges in e, computed with Löwdin, in the same order as the atoms:
1 S 0.000
2 S 0.000


(5)
# S2

S2 in the gas phase (the ωB97M-V functional and the def2-TZVPD basis, the OMol25 dataset).

Element x y z (Å)
S  0.3596  0.1168  -0.9768
S  -0.3596  -0.1168  0.9768

HOMO level	-8.9	eV

Charges in e, computed with Löwdin, in the same order as the atoms:
1 S 0.000
2 S 0.000


(6)
# S2

A molecular structure, S2 (the ωB97M-V functional and the def2-TZVPD basis, the OMol25 dataset).

Element x y z (Å)
S  0.4523  0.0885  -1.2438
S  -0.4523  -0.0885  1.2438

HOMO level	-9.8	eV

Charges in e, computed with Löwdin, in the same order as the atoms:
1 S 0.000
2 S 0.000


(7)
# S4

S4 in the gas phase (the ωB97M-V functional and the def2-TZVPD basis, the OMol25 dataset).

Element x y z (Å)
S  -1.2424  -0.7641  -0.9525
S  0.8900  -0.6384  0.0601
S  1.0317  1.2308  0.3022
S  -0.6793  0.1717  0.5902

HOMO level	-7.3	eV

Charges in e, computed with Löwdin, in the same order as the atoms:
1 S 0.038
2 S -0.058
3 S 0.162
4 S -0.141


The records above give, respectively, electronic energy values of -1422.3367 -814.7636 -796.1715 -796.2873 -796.3003 -796.1848 -1592.5908 Eh.